ORCA calculation (ωB97M-V with the def2-TZVPD basis set) on C4H5NO2 as an isolated structure.

Geometry (Å):
C  -0.654  -0.743  -0.515
C  -0.602  -0.390  -1.780
C  0.729  1.106  -0.403
C  0.208  -0.068  1.622
N  0.119  0.202  0.265
O  1.502  2.001  -0.410
O  0.071  0.694  -2.031
H  -1.219  -1.601  -0.289
H  -1.087  -0.812  -2.689
H  1.093  0.262  2.069
H  -0.459  0.454  2.242
H  0.299  -1.104  1.918

Cartesian forces, eV/Å:
C 0.08 0.35 -0.73
C -0.45 0.63 -2.26
C 0.50 1.46 -4.56
C 1.23 -0.43 2.49
N -1.99 -2.95 -0.63
O -0.61 -0.66 0.89
O 1.72 1.41 2.13
H -0.17 -0.59 1.71
H 0.25 -0.15 1.12
H 2.05 1.02 0.04
H -1.83 0.39 0.46
H -0.78 -0.50 -0.65

Properties
Energy above the lowest of the compared OMol25 structures with the same formula, charge and spin: 2.301 eV
Molar mass: 99.089 g/mol
HOMO energy: -0.31082 Eh
Total charge: 0
E_LUMO: 0.72 eV
Kohn-Sham gap: 9.2 eV